#P
C6H9N3 in the gas phase, computed with the ωB97M-V functional and the def2-TZVPD basis.

```
! RIJCOSX wB97M-V def2-TZVPD def2/J DEFGRID3
* xyz 0 1
C 0.30543 -2.03782 1.51965
C 1.05705 -1.09618 0.83607
C -1.10864 -1.87309 1.49497
C 0.47716 -0.06435 0.12660
C 1.21802 0.78455 -0.65569
C 0.82456 2.00887 -1.43906
N -1.64684 -0.96031 0.79887
N -0.97349 -0.08130 0.10665
N -1.65213 0.71609 -0.70979
H 0.78854 -2.82941 2.14826
H 2.06830 -1.15737 0.93976
H -1.78372 -2.40892 2.18528
H 2.21245 0.66678 -0.44054
H -0.27662 2.31293 -1.29667
H 0.94491 1.81747 -2.51031
H 1.56641 2.81063 -1.14135
H -2.48723 1.08920 -0.33837
H -1.53417 0.30223 -1.62434
*
```

The calculation puts the LUMO energy (alpha / beta) at 0.7150 / 0.7155 eV. The value obtained for the HOMO-LUMO gap (alpha / beta) is 7.4877 / 7.4882 eV. Its SMILES is C/C=C1/C=CC=NN1N. The value obtained for the HOMO energy (alpha / beta) is -6.773 / -6.773 eV.

Mulliken population analysis, charges in e, atoms 1 to 5: -0.401 -0.509 -0.221 0.713 -0.579

#Q
A molecular structure, C6H9N3, computed with the ωB97M-V functional and the def2-TZVPD basis.

```
! RIJCOSX wB97M-V def2-TZVPD def2/J DEFGRID3
* xyz 0 1
C -0.04771 1.84876 -0.44347
C 0.62470 3.03505 -0.35682
C 0.46140 4.35266 -0.41185
C -1.20484 -0.65142 1.07577
C 1.03205 -1.42834 -0.10553
C -0.10758 -0.43244 -0.07081
N 1.54563 4.63931 0.49101
N 0.53699 0.88734 0.13789
N 1.72901 3.43197 0.59091
H -0.97005 1.90865 -1.10544
H -0.34646 4.87874 -0.86975
H -2.16725 -0.29988 0.82674
H -0.91104 -0.08681 2.11330
H -1.41833 -1.64405 1.29595
H 0.71391 -2.45885 -0.09428
H 1.58198 -1.33268 0.82088
H 1.61034 -1.19493 -0.93709
H -0.77048 -0.54005 -1.01659
*
```

The calculation puts the LUMO energy (alpha / beta) at -1.0665 / -1.0646 eV. The value obtained for the HOMO-LUMO gap (alpha / beta) is 8.0052 / 8.0062 eV. The value obtained for the HOMO energy (alpha / beta) is -9.072 / -9.071 eV.

Mulliken population analysis, charges in e, atoms 1 to 5: -0.016 0.294 -0.261 -1.367 -1.459

Decreasing stability: #P, #Q

#P
A molecular structure, C6H9N3, computed with the ωB97M-V functional and the def2-TZVPD basis.

```
! RIJCOSX wB97M-V def2-TZVPD def2/J DEFGRID3
* xyz 0 1
C 3.05910 -0.23434 -0.26316
C 1.37220 0.15012 -0.16730
C -1.48040 -0.74329 0.19805
C -1.62566 0.72542 0.60074
C -2.31764 1.67153 -0.19769
C -2.86184 -1.07545 -0.10241
H 3.59437 0.42084 0.64634
H 3.67152 -0.14593 -1.27359
H 2.99616 -1.53362 -0.18497
H 1.15350 1.38899 0.42312
H 0.88655 0.14578 -1.17009
H 1.46623 -2.03708 0.25499
H -1.24728 1.21670 1.88816
H -2.28682 2.68519 0.26100
H -2.78911 1.57470 -1.35238
N 0.75384 -1.14916 0.61420
N -0.38638 -1.57587 0.06600
N -3.95836 -1.48453 -0.24101
*
```

The calculation puts the LUMO energy at -0.4852 eV. The value obtained for the HOMO-LUMO gap is 8.5619 eV. The value obtained for the HOMO energy is -9.047 eV.

Mulliken population analysis, charges in e, atoms 1 to 5: -0.673 -0.381 0.560 -0.252 -0.508

#Q
C6H9N3 in the gas phase, computed with the ωB97M-V functional and the def2-TZVPD basis.

```
! RIJCOSX wB97M-V def2-TZVPD def2/J DEFGRID3
* xyz 0 1
C -0.34392 -0.57951 -1.34105
C 0.33859 -1.56042 -0.37020
C 0.32444 -1.33879 1.10292
C 0.06485 -0.18306 1.77985
C -0.16593 0.99368 0.89932
C 0.56107 2.28314 0.45452
H -1.53412 -1.85890 -2.01418
H 1.38744 -1.65485 -0.69601
H -0.02318 -2.55176 -0.58806
H 0.53795 -2.29372 1.61215
H -0.11241 -0.15654 2.82342
H -1.23579 1.06848 0.70261
H 1.41329 2.68625 1.00973
H -0.17765 2.98360 0.04965
H -0.65734 1.27883 -1.68675
N -1.30333 -0.85304 -2.11920
N 0.76477 1.03232 -0.21277
N 0.16127 0.70431 -1.40595
*
```

The calculation puts the LUMO energy at 1.0322 eV. The value obtained for the HOMO-LUMO gap is 9.6126 eV. Its SMILES is [H]/N=C1\CC=C[C@H]2CN2N1. The value obtained for the HOMO energy is -8.580 eV.

Mulliken population analysis, charges in e, atoms 1 to 5: 0.420 -0.696 -0.229 -0.782 -0.045

#R
C6H9N3 in the gas phase, computed with the ωB97M-V functional and the def2-TZVPD basis.

```
! RIJCOSX wB97M-V def2-TZVPD def2/J DEFGRID3
* xyz 0 1
C 1.44968 1.43302 -2.56750
C 1.88039 1.44753 -1.30903
C 1.42497 0.51510 -0.22184
C 1.14720 -0.76683 -0.42875
C -0.30335 -1.61595 1.14533
C -2.38253 -0.60494 1.89275
H 1.78867 2.15864 -3.24398
H 0.77197 0.69089 -3.10931
H 2.60011 2.21802 -1.02198
H 1.29381 0.85224 0.77033
H 1.48025 -1.12285 -1.38614
H -0.37611 -2.38799 1.87002
H -1.04495 0.10515 0.33809
H -2.25037 -1.37029 2.70615
H -3.49963 0.81477 1.18046
N 0.76319 -1.73113 0.46081
N -1.31975 -0.69287 0.95748
N -3.42354 0.05748 1.96713
*
```

The calculation puts the LUMO energy at 0.7420 eV. The value obtained for the HOMO-LUMO gap is 9.2432 eV. Its SMILES is [H]/N=C\N/C=N\C=C\C=C. The value obtained for the HOMO energy is -8.501 eV.

Mulliken population analysis, charges in e, atoms 1 to 5: -0.775 -0.165 -0.331 -0.282 0.047

Decreasing stability: #R, #Q, #P

#P
2 unconnected molecules or ions with the total composition C3H4O2S, computed with the ωB97M-V functional and the def2-TZVPD basis.

```
! RIJCOSX wB97M-V def2-TZVPD def2/J DEFGRID3
* xyz 0 1
C -0.73407 0.50338 2.14711
C 0.45703 0.55486 1.67591
C -0.55184 -0.67450 -1.67233
O -1.82256 0.55877 2.62451
O -0.68094 -1.55581 -2.39630
S 0.87037 0.32300 -1.58943
H 0.84533 1.16238 0.92893
H 1.27460 -0.24698 1.91422
H -1.37898 -0.19735 -1.12584
H 1.72106 -0.42773 -2.50679
*
```

The calculation puts the LUMO energy at 0.5267 eV. The value obtained for the HOMO-LUMO gap is 10.0738 eV. Its SMILES is C=C=O.O=CS. The value obtained for the HOMO energy is -9.547 eV.

Mulliken population analysis, charges in e, atoms 1 to 5: 0.931 -1.070 0.148 -0.403 -0.359

#Q
A molecular structure, C3H4O2S, computed with the ωB97M-V functional and the def2-TZVPD basis.

```
! RIJCOSX wB97M-V def2-TZVPD def2/J DEFGRID3
* xyz 0 1
C 0.83545 -0.32896 0.19432
C -0.14097 0.89768 0.84018
C 0.13932 -0.43075 -1.06775
O 1.73508 -0.94509 0.68882
O -1.84762 -1.04824 0.69099
S -1.46716 0.05112 -0.14720
H -0.05767 0.84315 1.88385
H 0.24924 1.83439 0.42337
H 0.11254 0.46839 -1.77778
H 0.44180 -1.34169 -1.72882
*
```

The calculation puts the LUMO energy at 0.1973 eV. The value obtained for the HOMO-LUMO gap is 9.9398 eV. The value obtained for the HOMO energy is -9.742 eV.

Mulliken population analysis, charges in e, atoms 1 to 5: 0.514 -0.642 -0.586 -0.487 -0.531

#R
2 unconnected molecules or ions with the total composition C3H4O2S, computed with the ωB97M-V functional and the def2-TZVPD basis.

```
! RIJCOSX wB97M-V def2-TZVPD def2/J DEFGRID3
* xyz 0 1
C -0.43539 -1.22050 0.56303
C -2.44356 0.25533 0.26274
C -1.06752 -0.23747 -0.07944
O -2.81348 1.36004 -0.08110
O 0.14890 -2.12208 1.00808
S 3.28190 1.28232 -0.25852
H -0.72023 0.27625 -0.94175
H -3.13108 -0.51223 0.59443
H 4.37486 0.64265 0.02060
H 2.80559 0.27569 -1.08807
*
```

The calculation puts the LUMO energy at 0.1073 eV. The value obtained for the HOMO-LUMO gap is 10.0116 eV. Its SMILES is O=C=CC=O.S. The value obtained for the HOMO energy is -9.904 eV.

Mulliken population analysis, charges in e, atoms 1 to 5: 0.715 0.030 -0.614 -0.469 -0.318

#S
2 unconnected molecules or ions with the total composition C3H4O2S, computed with the ωB97M-V functional and the def2-TZVPD basis.

```
! RIJCOSX wB97M-V def2-TZVPD def2/J DEFGRID3
* xyz 0 1
C -1.71524 0.35099 -0.06153
C 1.32600 -1.26195 0.96948
C -1.62572 0.84547 -1.27086
O -1.84973 -0.11204 1.01510
O 2.29947 0.67104 -0.45240
S 1.47429 0.41033 0.76177
H 2.08556 -1.89406 0.60446
H 0.64404 -1.56019 1.76062
H -1.99306 1.91092 -1.62857
H -0.64562 0.63949 -1.69808
*
```

The calculation puts the LUMO energy at -0.7851 eV. The value obtained for the HOMO-LUMO gap is 8.8343 eV. The value obtained for the HOMO energy is -9.619 eV.

Mulliken population analysis, charges in e, atoms 1 to 5: 0.683 -0.510 -0.788 -0.376 -0.499

Decreasing stability: #R, #P, #Q, #S

#P
C3H4O2S in the gas phase, computed with the ωB97M-V functional and the def2-TZVPD basis.

```
! RIJCOSX wB97M-V def2-TZVPD def2/J DEFGRID3
* xyz 0 1
C 0.40005 -0.01286 -1.18748
C -0.16358 0.14338 -0.02590
C -1.41508 0.08511 0.63177
O 2.34125 -1.23552 0.28792
O 2.20492 1.27591 0.30038
S 1.60891 -0.00959 0.07300
H 0.14039 0.07952 -2.26727
H -2.18795 -0.11132 -0.13933
H -1.72082 0.75975 1.34613
H -1.20807 -0.97439 0.98077
*
```

The calculation puts the LUMO energy at 0.5592 eV. The value obtained for the HOMO-LUMO gap is 10.5037 eV. Its SMILES is CC1=CS1(=O)=O. The value obtained for the HOMO energy is -9.944 eV.

Mulliken population analysis, charges in e, atoms 1 to 5: -0.279 0.236 -0.843 -0.556 -0.558

#Q
C3H4O2S in the gas phase, computed with the ωB97M-V functional and the def2-TZVPD basis.

```
! RIJCOSX wB97M-V def2-TZVPD def2/J DEFGRID3
* xyz 0 1
C -0.38667 -0.01030 -1.27442
C 0.12950 0.12910 -0.03615
C 1.46626 -0.01733 0.62470
O -2.46602 1.23935 0.34258
O -2.32666 -1.13006 0.32701
S -1.68932 0.07224 -0.00945
H -0.08987 -0.23838 -2.20241
H 2.19324 0.20026 -0.05255
H 1.44388 -0.97639 0.91876
H 1.72567 0.73151 1.36193
*
```

The calculation puts the LUMO energy at 0.5944 eV. The value obtained for the HOMO-LUMO gap is 10.7404 eV. Its SMILES is CC1=CS1(=O)=O. The value obtained for the HOMO energy is -10.146 eV.

Mulliken population analysis, charges in e, atoms 1 to 5: -0.411 0.274 -1.051 -0.543 -0.509

#R
C3H4O2S in the gas phase, computed with the ωB97M-V functional and the def2-TZVPD basis.

```
! RIJCOSX wB97M-V def2-TZVPD def2/J DEFGRID3
* xyz 0 1
C -0.03403 -0.21039 -0.00647
C 1.23395 0.03049 0.06484
C -1.31529 0.57226 0.04412
O -0.20761 -1.51508 0.20376
O 3.51851 0.31737 -0.89492
S 2.76970 0.26559 0.37197
H -1.07529 1.49224 0.49072
H -1.80404 0.96549 -0.84575
H -1.93674 -0.05568 0.69706
H -1.14917 -1.86229 -0.12533
*
```

The calculation puts the LUMO energy at 0.1337 eV. The value obtained for the HOMO-LUMO gap is 9.3392 eV. The value obtained for the HOMO energy is -9.205 eV.

Mulliken population analysis, charges in e, atoms 1 to 5: 0.942 -0.182 -1.200 -0.524 -0.513

#S
2 unconnected molecules or ions with the total composition C3H4O2S, computed with the ωB97M-V functional and the def2-TZVPD basis.

```
! RIJCOSX wB97M-V def2-TZVPD def2/J DEFGRID3
* xyz 0 1
C 2.37232 -0.73235 0.21329
C -1.58962 0.21958 -0.76623
C 1.91715 0.28510 0.92147
O 2.92401 -1.53933 -0.47902
O -4.09981 0.09506 -0.34494
S -2.81543 -0.67960 -0.15068
H -1.68658 1.15026 -1.17937
H -0.58583 -0.29274 -0.68103
H 1.45683 0.27443 1.96043
H 2.10696 1.21960 0.50610
*
```

The calculation puts the LUMO energy (alpha / beta) at -0.4308 / -0.4304 eV. The value obtained for the HOMO-LUMO gap (alpha / beta) is 9.2442 / 9.2449 eV. The value obtained for the HOMO energy (alpha / beta) is -9.675 / -9.675 eV.

Mulliken population analysis, charges in e, atoms 1 to 5: 0.831 -0.347 -0.959 -0.393 -0.522

Decreasing stability: #S, #R, #P, #Q